Record 1
C3H6O | the ωB97M-V functional and the def2-TZVPD basis

The geometry in XYZ format:
```
10
C3H6O, DFT the ωB97M-V functional and the def2-TZVPD basis
C -1.060 0.014 0.186
C 0.051 -0.904 -0.315
C 2.299 1.666 -0.222
O 1.738 1.902 0.736
H -0.658 0.821 0.808
H -1.786 -0.538 0.793
H -1.604 0.474 -0.647
H 0.615 -1.335 0.520
H -0.354 -1.734 -0.904
H 0.760 -0.365 -0.955
```

Summary:
Multiplicity ... 1
LUMO level ... 1.23 eV
Energy relative to the best compared isomer or geometry (same formula, charge and spin) ... 7.44 kcal/mol

---

Record 2
C51H51NO3P2Tc | the ωB97M-V functional and the def2-TZVPD basis

The geometry in XYZ format:
```
109
C51H51NO3P2Tc, DFT the ωB97M-V functional and the def2-TZVPD basis
Tc -0.487 -0.425 -0.415
O -1.566 0.071 -1.783
C -1.658 0.973 -2.824
C -0.233 1.538 -3.057
C 0.303 2.249 -1.849
C 0.583 3.607 -1.933
C 1.141 4.256 -0.848
C 1.482 3.502 0.259
C 1.216 2.137 0.280
C 1.759 1.314 1.408
C 0.646 0.609 2.231
O 0.041 -0.346 1.451
C 1.148 -0.112 3.483
C 0.196 -0.818 4.210
C 0.559 -1.529 5.338
C 1.881 -1.541 5.751
C 2.830 -0.839 5.032
C 2.471 -0.130 3.895
C -0.315 1.719 2.671
C -1.539 1.905 2.050
C -2.358 2.959 2.419
C -1.944 3.842 3.401
C -0.716 3.666 4.020
C 0.094 2.604 3.661
N 0.576 1.543 -0.738
C -2.687 2.043 -2.472
C -3.753 1.643 -1.678
C -4.754 2.527 -1.327
C -4.705 3.832 -1.788
C -3.654 4.238 -2.593
C -2.643 3.352 -2.934
C -2.090 0.192 -4.073
C -1.525 -1.060 -4.291
C -1.928 -1.828 -5.367
C -2.890 -1.349 -6.241
C -3.447 -0.098 -6.031
C -3.052 0.672 -4.948
H 0.399 0.670 -3.277
H -0.234 2.199 -3.924
H 0.381 4.134 -2.850
H 1.351 5.311 -0.892
H 1.974 3.962 1.099
H 2.394 0.532 0.990
H 2.347 1.959 2.060
H -0.836 -0.800 3.889
H -0.191 -2.066 5.896
H 2.168 -2.092 6.633
H 3.860 -0.833 5.351
H 3.233 0.413 3.357
H -1.859 1.219 1.272
H -3.310 3.087 1.925
H -2.580 4.666 3.683
H -0.382 4.361 4.774
H 1.045 2.456 4.149
H -3.783 0.609 -1.364
H -5.575 2.198 -0.708
H -5.500 4.520 -1.547
H -3.620 5.249 -2.970
H -1.850 3.693 -3.579
H -0.762 -1.428 -3.614
H -1.492 -2.804 -5.524
H -3.198 -1.948 -7.087
H -4.189 0.286 -6.715
H -3.498 1.642 -4.784
C -3.265 -2.692 -0.982
P -2.434 -1.740 0.344
C -3.813 -0.878 1.174
C -1.822 -2.944 1.560
C -2.599 -3.387 2.624
C -2.054 -4.231 3.578
C -0.752 -4.678 3.440
C 0.020 -4.262 2.368
C -0.493 -3.363 1.441
P 0.559 -2.615 0.148
C 0.543 -3.770 -1.268
C 2.239 -2.883 0.789
H -3.779 -3.559 -0.570
H -2.553 -3.019 -1.735
H -3.988 -2.039 -1.468
H -4.715 -1.490 1.142
H -4.017 0.058 0.657
H -3.551 -0.654 2.207
H -3.628 -3.075 2.715
H -2.647 -4.536 4.425
H -0.330 -5.351 4.171
H 1.024 -4.648 2.274
H 0.978 -4.725 -0.975
H 1.156 -3.327 -2.052
H -0.462 -3.937 -1.649
H 2.412 -3.951 0.922
H 2.367 -2.372 1.743
H 2.952 -2.514 0.057
C 3.402 1.037 -2.673
C 3.391 0.030 -1.558
O 2.362 -0.531 -1.191
C 4.713 -0.241 -0.959
C 4.838 -0.668 0.367
C 6.076 -0.932 0.915
C 7.220 -0.776 0.149
C 7.117 -0.322 -1.156
C 5.881 -0.057 -1.709
H 2.409 1.429 -2.852
H 3.748 0.553 -3.585
H 4.081 1.853 -2.447
H 3.955 -0.759 0.978
H 6.156 -1.257 1.941
H 8.189 -0.993 0.569
H 8.005 -0.168 -1.748
H 5.831 0.266 -2.737
```

Summary:
Multiplicity ... 4
LUMO level (spin up / spin down) ... -6.35 / -6.93 eV
Charge ... +2

---

Record 3
C25H26N4O3PSSc | the ωB97M-V functional and the def2-TZVPD basis

The geometry in XYZ format:
```
61
C25H26N4O3PSSc, DFT the ωB97M-V functional and the def2-TZVPD basis
Sc 1.225 0.408 -0.017
C 6.220 -2.491 -0.736
C 4.862 -2.760 -0.808
C 3.952 -1.720 -0.685
C 4.406 -0.423 -0.503
C 5.764 -0.144 -0.416
C 6.665 -1.188 -0.533
N 3.409 0.614 -0.417
N 3.834 1.784 -0.532
C 2.875 2.818 -0.447
C 3.394 4.089 -0.647
C 2.531 5.177 -0.584
C 1.189 4.960 -0.327
C 0.690 3.668 -0.138
C 1.515 2.549 -0.185
H 6.936 -3.295 -0.839
H 4.514 -3.772 -0.966
H 2.890 -1.926 -0.746
H 6.105 0.869 -0.258
H 7.725 -0.985 -0.463
H 4.450 4.209 -0.849
H 2.907 6.179 -0.737
H 0.512 5.803 -0.271
H -0.373 3.567 0.034
S -5.268 2.189 0.129
C -3.634 1.578 -0.002
C -2.705 1.957 0.974
C -1.407 1.520 0.865
N -0.976 0.745 -0.150
C -1.869 0.383 -1.089
C -3.187 0.766 -1.051
C -6.192 0.895 -0.668
C -6.661 -0.180 0.071
C -7.379 -1.162 -0.600
N -7.638 -1.128 -1.904
C -7.204 -0.075 -2.592
C -6.483 0.967 -2.023
H -2.998 2.577 1.810
H -0.680 1.771 1.631
H -1.500 -0.221 -1.910
H -3.860 0.441 -1.832
H -6.484 -0.250 1.135
H -7.767 -2.017 -0.058
H -7.445 -0.057 -3.648
H -6.177 1.818 -2.619
C -0.797 -3.740 3.043
O 0.187 -3.023 2.221
P -0.192 -1.671 1.503
O 1.074 -0.608 1.952
C 2.309 -1.102 2.604
O 0.640 -1.886 0.036
C 0.378 -3.063 -0.787
H -0.239 -4.524 3.542
H -1.559 -4.167 2.398
H -1.235 -3.065 3.774
H 2.576 -0.349 3.337
H 3.088 -1.221 1.853
H 2.097 -2.052 3.080
H -0.458 -2.868 -1.456
H 0.166 -3.910 -0.140
H 1.280 -3.258 -1.358
```

Summary:
Multiplicity ... 1
LUMO level ... -6.99 eV
Charge ... +2
Energy relative to the best compared isomer or geometry (same formula, charge and spin) ... 0.00 kcal/mol

---

Record 4
C16H20N2O4 | the ωB97M-V functional and the def2-TZVPD basis

The geometry in XYZ format:
```
42
C16H20N2O4, DFT the ωB97M-V functional and the def2-TZVPD basis
O 1.896 1.523 1.500
O 2.905 -1.190 -1.575
N -0.429 -0.274 -0.442
O 3.994 0.747 -0.915
O 1.681 2.274 -1.121
C 1.016 0.711 1.244
C 2.889 0.010 -1.298
C -0.509 -0.156 -1.735
C -0.796 -1.231 4.649
C -0.220 0.000 4.828
C -0.784 -1.836 3.409
C 0.434 0.631 3.717
C -0.143 -1.251 2.328
C 0.440 0.014 2.447
N 0.745 0.339 -0.058
C 5.251 0.051 -0.851
C -3.584 -0.766 -0.696
C -3.083 1.305 -2.131
C 0.633 0.541 -2.380
C -1.673 -0.718 -2.451
C 1.547 0.806 -1.204
C -3.046 -0.223 -2.031
H 2.019 2.505 -0.215
H -1.254 -1.685 5.496
H -0.314 0.506 5.771
H -1.275 -2.796 3.186
H 0.905 1.620 3.833
H -0.120 -1.850 1.429
H 5.325 -0.610 -0.001
H 6.085 0.776 -0.802
H 5.353 -0.567 -1.717
H -3.033 -0.295 0.096
H -4.654 -0.610 -0.612
H -3.387 -1.860 -0.644
H -2.823 1.629 -3.142
H -4.072 1.672 -1.850
H -2.406 1.812 -1.407
H 1.117 -0.141 -3.123
H 0.310 1.498 -2.824
H -1.593 -0.506 -3.528
H -1.584 -1.814 -2.371
H -3.762 -0.590 -2.809
```

Summary:
Multiplicity ... 1
SMILES string ... COC(=O)[C@@]1(O)CC(CC(C)C)=NN1C(=O)c1ccccc1
LUMO level ... 0.56 eV
Energy relative to the best compared isomer or geometry (same formula, charge and spin) ... 64.93 kcal/mol